The following is a quantum chemistry calculation of C41H49BaN10O2S2Te as an isolated structure in a non-equilibrium geometry, from the Open Molecules 2025 dataset.

Structure (XYZ):
```
106
C41H49BaN10O2S2Te (wB97M-V/def2-TZVPD)
Ba 1.25 1.55 -1.70
S -0.67 3.51 0.33
C 0.45 4.64 0.89
C -0.23 5.75 1.55
N -0.83 6.61 2.07
C 1.85 4.65 0.86
S 2.97 3.54 0.28
C 2.51 5.79 1.50
N 3.04 6.67 2.07
C -1.43 5.32 -3.05
C -0.74 4.20 -3.74
O -0.94 2.97 -3.51
N 0.31 4.57 -4.48
C 1.27 3.65 -5.02
C 2.68 3.94 -4.52
C 3.46 4.97 -5.08
C 4.70 5.25 -4.54
C 5.16 4.53 -3.41
C 4.30 3.55 -2.90
N 3.12 3.26 -3.47
H -1.79 5.00 -2.09
H -2.27 5.69 -3.67
H -0.70 6.13 -2.91
H 0.38 5.56 -4.72
H 1.24 3.69 -6.14
H 1.01 2.63 -4.70
H 3.01 5.55 -5.87
H 5.32 6.03 -4.98
H 6.13 4.72 -2.96
H 4.58 2.97 -2.02
C 3.65 -1.86 1.79
N 4.24 -1.88 0.52
C 5.63 -2.44 0.53
C 3.97 -0.84 -0.38
N 3.71 0.44 -0.18
N 4.16 -1.35 -1.63
C 3.60 -1.03 -2.91
N 4.15 -1.87 -3.92
N 2.87 0.01 -3.19
H 3.71 -2.81 2.31
H 2.58 -1.68 1.65
H 4.09 -1.06 2.45
H 5.86 -2.89 1.49
H 6.41 -1.69 0.33
H 5.70 -3.23 -0.24
H 3.85 0.73 0.81
H 4.52 -2.31 -1.50
H 4.47 -2.80 -3.69
H 3.89 -1.74 -4.91
H 2.76 0.10 -4.19
H -0.83 -0.29 -4.27
C -8.01 -0.60 4.16
C -6.67 -0.53 3.47
C -5.54 0.05 4.02
C -4.31 0.10 3.35
C -3.11 0.77 3.97
C -4.26 -0.49 2.11
Te -2.24 -0.36 1.00
N -0.52 -0.19 -0.27
C 0.02 -1.26 -0.93
O 1.34 -1.09 -1.12
C -0.69 -2.44 -1.39
C -1.97 -2.49 -1.92
C -2.32 -3.62 -2.67
C -1.39 -4.57 -3.00
C -0.04 -4.38 -2.65
C 0.26 -3.36 -1.82
C -1.16 -1.71 2.38
C -0.09 -1.21 3.11
C 0.35 0.23 3.09
C 0.59 -2.08 3.97
C 0.26 -3.43 4.08
C 1.00 -4.37 5.01
C -0.77 -3.90 3.29
C -1.49 -3.06 2.42
C -2.60 -3.64 1.61
C -5.35 -1.11 1.50
C -5.30 -1.70 0.12
C -6.55 -1.09 2.20
H -7.96 -0.13 5.17
H -8.31 -1.65 4.30
H -8.79 -0.11 3.55
H -5.59 0.47 5.02
H -3.46 1.40 4.83
H -2.58 1.38 3.25
H -2.40 0.02 4.37
H -2.67 -1.67 -1.77
H -3.36 -3.73 -2.93
H -1.68 -5.47 -3.53
H 0.71 -5.07 -3.00
H 1.25 -3.13 -1.42
H -0.10 0.80 2.27
H 1.46 0.27 2.91
H 0.11 0.74 4.03
H 1.39 -1.67 4.56
H 1.73 -3.78 5.59
H 1.53 -5.15 4.43
H 0.29 -4.84 5.71
H -1.06 -4.94 3.37
H -2.51 -4.75 1.65
H -2.61 -3.35 0.54
H -3.60 -3.40 2.02
H -4.26 -1.74 -0.23
H -5.90 -1.07 -0.55
H -5.73 -2.73 0.11
H -7.43 -1.54 1.75
```

Output
* orbital gap (spin up / spin down): 3.3 / 2.8 eV
* multiplicity: 2
* energy: -3379.5771 Ha
* ΔE to the lowest compared entry with this formula, charge and spin: 0.0 kJ/mol
* net charge: -2
* <S²>: 0.770

---

The following is a quantum chemistry calculation of C41H49F6N2O2Si as an isolated structure in a non-equilibrium geometry, from the Open Molecules 2025 dataset.

Structure (XYZ):
```
101
C41H49F6N2O2Si (wB97M-V/def2-TZVPD)
C -5.69 -1.66 3.09
C -4.34 -2.14 3.62
C -3.31 -1.02 3.82
C -1.90 -1.51 3.86
O -1.78 -2.06 2.46
C -0.62 -2.48 2.04
C -0.53 -2.71 0.63
O 0.33 -2.57 2.93
Si 2.05 -2.16 2.86
C 2.69 -2.59 1.18
C 2.00 -0.35 3.24
C 3.00 -3.11 4.22
C 3.50 -4.46 3.67
C 2.10 -3.38 5.44
C 4.21 -2.27 4.66
H -6.29 -2.53 2.82
H -6.24 -1.09 3.85
H -5.56 -1.04 2.20
H -4.46 -2.66 4.57
H -3.91 -2.86 2.92
H -3.41 -0.27 3.02
H -3.53 -0.50 4.76
H -1.17 -0.70 3.97
H -1.72 -2.34 4.56
H 0.34 -3.32 0.37
H -1.46 -3.21 0.31
H 3.76 -2.32 1.15
H 2.62 -3.67 0.97
H 2.18 -2.03 0.39
H 2.98 0.10 3.01
H 1.25 0.16 2.63
H 1.78 -0.16 4.30
H 4.18 -4.33 2.82
H 4.06 -4.98 4.46
H 2.68 -5.11 3.37
H 1.70 -2.45 5.87
H 1.27 -4.05 5.20
H 2.70 -3.86 6.22
H 3.91 -1.32 5.12
H 4.80 -2.82 5.40
H 4.88 -2.04 3.82
F -0.36 0.53 -8.85
C 0.10 -0.29 -7.87
F -0.99 -0.81 -7.20
F 0.72 -1.37 -8.47
C 1.05 0.36 -6.91
N 1.50 -0.66 -5.95
C 2.81 -1.16 -6.15
C 3.88 -0.25 -6.24
C 5.17 -0.73 -6.43
C 5.39 -2.10 -6.63
C 4.31 -2.99 -6.62
C 3.02 -2.53 -6.35
C 0.82 -0.86 -4.77
C 1.25 -1.85 -3.85
C 0.73 -1.90 -2.57
C -0.21 -0.91 -2.11
C -0.62 -0.78 -0.78
C -1.16 0.45 -0.31
C -2.39 0.53 0.40
C -2.95 1.74 0.74
C -2.21 2.95 0.59
N -2.63 4.13 1.14
C -3.94 4.23 1.80
C -4.95 4.69 0.79
F -6.19 4.90 1.28
F -4.52 5.87 0.21
F -5.04 3.78 -0.24
C -1.75 5.20 1.39
C -1.35 6.06 0.35
C -0.63 7.22 0.65
C -0.26 7.49 1.97
C -0.62 6.61 3.00
C -1.39 5.49 2.71
C -0.98 2.90 -0.11
C -0.48 1.70 -0.57
C -0.73 -0.02 -3.12
C -0.26 -0.03 -4.41
H 1.92 0.69 -7.48
H 0.55 1.19 -6.41
H 3.67 0.82 -6.12
H 6.00 -0.02 -6.43
H 6.40 -2.47 -6.80
H 4.47 -4.06 -6.80
H 2.16 -3.21 -6.30
H 2.02 -2.56 -4.15
H 1.07 -2.67 -1.88
H -0.48 -1.64 0.01
H -2.94 -0.40 0.59
H -3.96 1.77 1.15
H -4.26 3.28 2.23
H -3.87 5.01 2.57
H -1.64 5.82 -0.68
H -0.37 7.91 -0.15
H 0.31 8.39 2.20
H -0.32 6.80 4.03
H -1.72 4.81 3.50
H -0.42 3.82 -0.28
H 0.46 1.68 -1.12
H -1.51 0.69 -2.86
H -0.71 0.64 -5.14
```

Output
* orbital gap: 5.5 eV
* energy: -2740.1612 Ha
* net charge: +1

---

The following is a quantum chemistry calculation of C41H51CoN6PTe as an isolated structure, from the Open Molecules 2025 dataset.

Structure (XYZ):
```
101
C41H51CoN6PTe (wB97M-V/def2-TZVPD)
Co 0.16 0.02 0.00
C -3.00 -2.80 0.17
N -3.16 -1.78 1.20
C -4.32 -2.00 2.07
C -2.44 -0.66 1.21
N -1.81 -0.22 0.06
C -2.59 -0.13 -1.08
C -3.98 0.11 -0.90
C -4.86 0.19 -1.94
C -4.39 0.08 -3.24
C -3.01 -0.05 -3.49
C -2.61 -0.06 -4.83
C -1.27 -0.10 -5.17
C -0.34 -0.21 -4.16
C -0.69 -0.31 -2.79
N 0.35 -0.48 -1.90
C 1.47 -1.15 -2.37
N 2.67 -0.61 -2.23
C 2.82 0.82 -1.98
C 3.91 -1.38 -2.11
N 1.32 -2.35 -2.95
C 0.14 -3.17 -2.73
C 2.23 -2.86 -3.98
C -2.06 -0.16 -2.41
N -2.29 0.04 2.33
C -2.35 -0.53 3.68
C -1.88 1.44 2.31
H -3.81 -2.75 -0.56
H -3.03 -3.78 0.65
H -2.04 -2.68 -0.34
H -5.16 -2.27 1.44
H -4.57 -1.09 2.61
H -4.14 -2.81 2.78
H -4.34 0.26 0.11
H -5.92 0.37 -1.75
H -5.07 0.12 -4.08
H -3.37 -0.01 -5.60
H -0.96 -0.02 -6.20
H 0.71 -0.20 -4.42
H 2.08 1.39 -2.52
H 3.81 1.12 -2.31
H 2.75 1.04 -0.90
H 3.69 -2.43 -1.95
H 4.45 -1.00 -1.25
H 4.53 -1.26 -3.00
H -0.36 -2.88 -1.81
H 0.46 -4.21 -2.65
H -0.56 -3.09 -3.57
H 2.88 -2.07 -4.34
H 1.62 -3.20 -4.82
H 2.82 -3.70 -3.62
H -2.46 -1.61 3.63
H -3.19 -0.11 4.24
H -1.43 -0.28 4.20
H -2.20 1.91 1.38
H -0.79 1.55 2.41
H -2.35 1.95 3.15
C -1.78 3.80 -0.58
Te 0.07 2.74 -0.73
C 0.80 4.14 0.71
C -0.12 5.32 0.54
C 0.26 6.58 1.01
C -0.59 7.66 0.85
C -1.82 7.50 0.24
C -2.20 6.25 -0.23
C -1.35 5.16 -0.08
H -2.47 3.30 0.09
H -2.22 3.83 -1.58
H 1.84 4.36 0.49
H 0.74 3.70 1.71
H 1.22 6.71 1.48
H -0.28 8.64 1.21
H -2.48 8.35 0.11
H -3.16 6.13 -0.72
C 0.23 -2.64 2.34
P 1.31 -1.40 1.56
C 2.68 -2.40 0.93
C 2.39 -3.55 0.18
C 3.41 -4.39 -0.23
C 4.72 -4.10 0.10
C 5.02 -2.96 0.84
C 4.00 -2.11 1.25
C 1.95 -0.40 2.91
C 2.43 -0.98 4.09
C 2.88 -0.18 5.12
C 2.86 1.21 5.00
C 2.39 1.80 3.83
C 1.94 0.99 2.79
H 0.84 -3.36 2.88
H -0.36 -3.17 1.60
H -0.43 -2.15 3.05
H 1.36 -3.81 -0.05
H 3.17 -5.29 -0.78
H 5.52 -4.77 -0.20
H 6.04 -2.74 1.11
H 4.24 -1.23 1.84
H 2.47 -2.05 4.19
H 3.25 -0.63 6.03
H 3.21 1.83 5.81
H 2.39 2.87 3.73
H 1.59 1.47 1.87
```

Output
* orbital gap (spin up / spin down): 7.5 / 5.0 eV
* multiplicity: 5
* energy: -3912.7652 Ha
* ΔE to the lowest compared entry with this formula, charge and spin: 0.0 kJ/mol
* net charge: +3
* <S²>: 6.046

---

The following is a quantum chemistry calculation of a 11-piece molecular cluster, C41H51F2N5O4 overall in a non-equilibrium geometry, from the Open Molecules 2025 dataset.

Structure (XYZ):
```
103
C41H51F2N5O4 (wB97M-V/def2-TZVPD)
F -18.58 -31.03 -7.79
C -19.02 -31.59 -8.94
C -18.70 -31.02 -10.17
C -18.99 -31.68 -11.31
C -19.70 -32.90 -11.27
C -20.09 -33.41 -10.09
C -19.75 -32.80 -8.86
H -18.18 -30.08 -10.24
H -18.68 -31.38 -12.30
H -20.02 -33.40 -12.17
H -20.54 -34.40 -10.03
H -19.88 -33.23 -7.88
F -19.51 -25.46 -3.96
C -19.76 -26.57 -4.71
C -18.71 -27.47 -4.98
C -19.02 -28.64 -5.67
C -20.32 -29.01 -5.98
C -21.32 -28.07 -5.76
C -21.03 -26.84 -5.17
H -17.72 -27.24 -4.62
H -18.20 -29.31 -5.88
H -20.65 -29.94 -6.42
H -22.34 -28.39 -5.91
H -21.85 -26.15 -4.99
C -21.09 -37.20 -10.43
C -19.99 -37.04 -11.25
C -20.19 -36.87 -12.60
N -21.42 -36.85 -13.15
C -22.49 -37.03 -12.34
C -22.36 -37.14 -10.97
H -20.98 -37.15 -9.36
H -19.01 -37.02 -10.80
H -19.34 -36.72 -13.25
H -23.45 -36.98 -12.83
H -23.22 -37.23 -10.32
C -16.16 -31.23 -4.45
C -15.86 -30.55 -3.30
C -16.72 -30.58 -2.24
N -17.93 -31.16 -2.28
C -18.22 -31.78 -3.42
C -17.40 -31.87 -4.52
H -15.50 -31.23 -5.30
H -14.97 -29.94 -3.17
H -16.53 -29.89 -1.43
H -19.09 -32.43 -3.47
H -17.78 -32.37 -5.39
C -23.42 -29.57 -8.88
C -24.42 -29.26 -9.76
C -24.07 -28.69 -11.01
N -22.78 -28.64 -11.44
C -21.83 -29.04 -10.57
C -22.08 -29.50 -9.27
H -23.72 -30.00 -7.94
H -25.43 -29.55 -9.53
H -24.81 -28.51 -11.77
H -20.82 -28.88 -10.93
H -21.24 -29.58 -8.59
C -15.46 -33.84 -11.05
C -16.59 -34.40 -11.70
C -16.45 -34.81 -12.99
N -15.27 -34.78 -13.67
C -14.22 -34.29 -13.06
C -14.27 -33.85 -11.71
H -15.57 -33.35 -10.09
H -17.56 -34.57 -11.26
H -17.28 -35.24 -13.53
H -13.37 -34.14 -13.72
H -13.38 -33.41 -11.27
C -23.38 -33.54 -12.89
C -22.93 -32.21 -12.89
C -23.64 -31.25 -13.62
N -24.81 -31.55 -14.23
C -25.20 -32.84 -14.24
C -24.49 -33.87 -13.62
H -22.85 -34.31 -12.34
H -22.15 -31.98 -12.17
H -23.25 -30.24 -13.67
H -26.11 -33.02 -14.80
H -24.91 -34.86 -13.65
C -17.37 -36.11 -8.54
O -17.56 -36.26 -7.14
H -16.32 -35.95 -8.80
H -17.64 -37.06 -9.00
H -18.00 -35.32 -8.94
H -17.03 -37.02 -6.87
C -16.21 -28.38 -7.86
O -15.09 -28.84 -8.59
H -16.03 -28.46 -6.78
H -16.34 -27.30 -8.00
H -17.07 -28.94 -8.22
H -14.28 -28.46 -8.25
C -15.44 -30.58 -11.70
O -15.96 -29.39 -11.16
H -16.16 -31.39 -11.59
H -15.20 -30.38 -12.75
H -14.52 -30.96 -11.26
H -15.72 -29.35 -10.23
C -17.62 -27.40 -13.59
O -18.26 -28.34 -12.72
H -16.66 -27.71 -14.00
H -18.24 -27.26 -14.48
H -17.61 -26.40 -13.16
H -17.54 -28.85 -12.33
```

Output
* orbital gap: 9.4 eV
* energy: -2367.2361 Ha
* ΔE to the lowest compared entry with this formula, charge and spin: 0.0 kJ/mol